This record from the OMol25 dataset describes a 2-piece molecular cluster, C3H8N2 overall at a distorted geometry. The level of theory is ωB97M-V/def2-TZVPD.

The LUMO energy is 1.077 eV. As for the SMILES: [H]/N=C/N.C=C. The energy above the lowest of the compared OMol25 structures with the same formula, charge and spin comes out at 221.4 kJ/mol. For the maximum force, the calculation gives 0.0277 Eh/bohr. For the total energy, the calculation gives -228.56435 Eh.

CARTESIAN COORDINATES (ANGSTROEM)
1 H -1.431 1.999 1.678
2 N -1.124 1.447 0.878
3 C 0.056 1.842 0.563
4 N 0.910 1.023 -0.106
5 H 0.453 2.846 0.707
6 H 0.698 0.080 -0.403
7 H 1.699 1.440 -0.568
8 C 0.432 -2.001 -1.113
9 C -0.419 -2.382 -0.166
10 H 0.046 -1.403 -1.931
11 H 1.471 -2.310 -1.139
12 H -1.379 -1.873 -0.170
13 H -0.226 -3.007 0.694